Model A:
Formula: C3H4N4
Source: OMol25
Level of theory: the ωB97M-V functional and the def2-TZVPD basis

Structure (XYZ):
```
11
Properties=species:S:1:pos:R:3:lowdin_charge:R:1
C 1.49 -0.51 -1.15 0.04
C 0.47 -1.01 -0.34 -0.10
C -0.12 0.10 0.41 -0.37
N 0.08 1.33 -0.13 0.05
N -1.07 2.07 0.27 -0.01
N -1.68 1.39 1.02 -0.10
N -1.20 0.17 1.28 0.08
H 2.03 -1.37 -1.60 0.07
H 1.64 0.49 -1.39 0.04
H 0.23 -2.07 0.21 0.15
H -1.85 -0.59 1.43 0.15
```

## Properties
HOMO: -9.5 eV
Gap between HOMO and LUMO: 9.42 eV
Total charge: 0
Spin multiplicity: 1

Model B:
Formula: C3H4N4
Source: OMol25
Level of theory: the ωB97M-V functional and the def2-TZVPD basis

Structure (XYZ):
```
11
Properties=species:S:1:pos:R:3:lowdin_charge:R:1
C -1.11 -0.07 -1.84 -0.09
C -0.52 -0.12 1.05 -0.15
C 1.72 0.08 1.39 -0.07
H -2.20 0.44 -1.18 0.17
H -1.14 -0.25 -3.01 0.10
H -1.52 -0.50 1.13 0.11
H 2.63 0.06 1.87 0.06
N 0.03 -0.05 -1.41 -0.03
N 0.22 0.13 -0.11 -0.23
N 0.37 -0.23 2.01 0.04
N 1.54 0.51 0.09 0.10
```

## Properties
HOMO: -9.5 eV
Gap between HOMO and LUMO: 9.65 eV
Total charge: 0
Spin multiplicity: 1

Which of them is the most stable? Correct choice: model A.

Model A:
Formula: C3H4N4
Source: OMol25
Level of theory: the ωB97M-V functional and the def2-TZVPD basis

Structure (XYZ):
```
11
Properties=species:S:1:pos:R:3:lowdin_charge:R:1
N 1.89 -0.21 -0.81 0.11
C 0.63 -0.11 -0.28 -0.34
C 0.11 0.84 0.67 -0.06
N -1.17 0.80 0.98 0.05
C -1.93 -0.11 0.40 -0.24
N -1.51 -1.02 -0.45 0.03
N -0.23 -1.02 -0.77 0.05
H 2.68 0.23 -0.36 0.09
H 2.10 -1.05 -1.35 0.10
H 0.41 1.69 1.28 0.11
H -2.97 -0.04 0.69 0.10
```

## Properties
HOMO: -9.2 eV
Gap between HOMO and LUMO: 9.49 eV
Total charge: 0
Spin multiplicity: 1

Model B:
Formula: C3H4N4
Source: OMol25
Level of theory: the ωB97M-V functional and the def2-TZVPD basis

Structure (XYZ):
```
11
Properties=species:S:1:pos:R:3:lowdin_charge:R:1
N -1.55 1.04 -1.24 0.02
C -0.44 0.52 -0.75 -0.13
C -0.72 -0.06 0.57 -0.24
N 0.12 -0.68 1.32 0.03
C 1.43 -0.93 1.08 -0.23
N 2.12 -0.59 0.00 -0.07
N 2.77 -0.34 -0.89 0.24
H -2.46 1.01 -0.76 0.10
H -1.56 1.49 -2.14 0.09
H -1.73 0.01 1.00 0.09
H 2.02 -1.46 1.81 0.11
```

## Properties
HOMO: -8.1 eV
Gap between HOMO and LUMO: 8.05 eV
Total charge: 0
Spin multiplicity: 1

Model C:
Formula: C3H4N4
Source: OMol25
Level of theory: the ωB97M-V functional and the def2-TZVPD basis

Structure (XYZ):
```
11
Properties=species:S:1:pos:R:3:lowdin_charge:R:1
H 0.46 -0.95 -2.53 0.06
N -0.26 -1.01 -1.82 0.17
C 0.14 -0.57 -0.70 -0.44
C -0.78 -0.60 0.45 -0.17
N -0.75 0.64 1.21 0.08
C 0.27 1.37 1.02 -0.19
N 1.47 1.00 0.29 0.05
N 1.42 0.04 -0.50 0.08
H -1.73 -0.80 -0.07 0.12
H -0.62 -1.44 1.14 0.13
H 0.37 2.33 1.51 0.10
```

## Properties
HOMO: -9.3 eV
Gap between HOMO and LUMO: 8.22 eV
Total charge: 0
Spin multiplicity: 1

Model D:
Formula: C3H4N4
Source: OMol25
Level of theory: the ωB97M-V functional and the def2-TZVPD basis

Structure (XYZ):
```
11
Properties=species:S:1:pos:R:3:lowdin_charge:R:1
C 2.54 -0.37 0.01 0.03
C 1.58 0.57 -0.05 -0.10
C 0.19 0.18 0.02 -0.40
N -0.30 -1.02 -0.06 0.06
N -1.60 -0.91 0.03 -0.06
N -1.99 0.29 -0.01 0.00
N -0.84 1.02 -0.01 0.06
H 3.61 -0.14 0.20 0.08
H 2.44 -1.41 0.09 0.04
H 2.02 1.58 -0.19 0.11
H -0.78 2.02 0.26 0.17
```

## Properties
HOMO: -9.9 eV
Gap between HOMO and LUMO: 10.14 eV
Total charge: 0
Spin multiplicity: 1

Which of them is the most stable? Correct choice: model A.

Model A:
Formula: C3H6NOS2
Source: OMol25
Level of theory: the ωB97M-V functional and the def2-TZVPD basis

Structure (XYZ):
```
13
Properties=species:S:1:pos:R:3:lowdin_charge:R:1
S 1.80 1.37 0.05 0.94
C 0.85 -0.11 0.02 -0.99
S 1.58 -1.74 0.14 0.87
N -0.27 -0.05 1.04 0.02
C -1.58 0.04 0.31 -0.03
C -1.38 -0.06 -0.98 -0.13
O -0.11 -0.02 -1.36 -0.10
H 1.32 1.90 -0.94 -0.16
H 2.79 -1.65 -0.51 -0.05
H -0.25 0.82 1.52 0.13
H -0.26 -0.96 1.68 0.21
H -2.35 0.43 0.86 0.11
H -2.14 0.02 -1.83 0.19
```

## Properties
HOMO: -14.1 eV
Gap between HOMO and LUMO: 10.33 eV
Total charge: +1
Spin multiplicity: 1

Model B:
Formula: C3H6NOS2
Source: OMol25
Level of theory: the ωB97M-V functional and the def2-TZVPD basis

Structure (XYZ):
```
13
Properties=species:S:1:pos:R:3:lowdin_charge:R:1
C 1.30 0.70 -0.24 -0.07
C 1.40 0.49 1.11 -0.28
C -0.92 -0.21 -0.09 -0.89
N 0.21 -0.03 -0.98 -0.03
O 0.44 0.11 1.88 -0.09
S -1.98 1.14 0.35 0.90
S -1.20 -1.95 0.15 0.93
H 2.08 1.04 -0.89 0.10
H 2.37 0.88 1.56 0.16
H -0.20 0.59 -1.72 0.20
H 0.55 -0.92 -1.35 0.16
H -1.66 1.04 1.62 -0.09
H -2.40 -1.60 0.89 0.01
```

## Properties
HOMO (alpha / beta): -13.0 / -13.0 eV
Gap between HOMO and LUMO (alpha / beta): 6.47 / 6.47 eV
Total charge: +1
Spin multiplicity: 1

Which of them is the most stable? Correct choice: model A.

Model A:
Formula: C22H26N2O4
Source: OMol25
Level of theory: the ωB97M-V functional and the def2-TZVPD basis

Structure (XYZ):
```
54
Properties=species:S:1:pos:R:3:lowdin_charge:R:1
O -2.69 -0.23 -1.86 0.08
C -2.69 -1.31 -1.32 -0.55
O -1.60 -1.90 -0.86 0.10
C -3.92 -2.16 -1.09 -0.09
C -5.23 -1.43 -1.35 -0.17
C -5.62 -0.47 -0.22 -0.17
N -4.75 0.68 -0.16 0.07
C -4.18 1.11 0.98 -0.52
O -4.38 0.60 2.06 0.05
C -3.27 2.32 0.80 -0.10
C -1.90 2.07 1.45 -0.17
C -1.26 0.84 0.82 -0.17
N 0.14 0.72 1.16 0.11
C 1.01 0.07 0.37 -0.44
O 0.66 -0.48 -0.66 0.06
C 2.46 0.13 0.83 -0.14
C 3.13 1.21 0.01 -0.21
C 3.20 1.08 -1.37 -0.03
C 3.80 2.07 -2.13 -0.07
C 4.32 3.20 -1.52 -0.09
C 4.24 3.34 -0.15 -0.08
C 3.64 2.35 0.61 -0.03
C 3.12 -1.23 0.68 -0.17
C 4.44 -1.35 0.28 -0.03
C 5.03 -2.60 0.19 -0.08
C 4.31 -3.74 0.49 -0.09
C 2.99 -3.62 0.90 -0.07
C 2.40 -2.38 1.00 -0.03
H -0.78 -1.34 -0.95 0.08
H -3.87 -2.55 -0.07 0.13
H -3.83 -3.02 -1.77 0.13
H -5.15 -0.88 -2.28 0.11
H -6.03 -2.17 -1.45 0.11
H -5.58 -0.96 0.75 0.12
H -6.65 -0.13 -0.39 0.12
H -4.43 1.04 -1.05 0.13
H -3.15 2.55 -0.25 0.12
H -3.75 3.17 1.29 0.12
H -2.04 1.92 2.52 0.12
H -1.26 2.94 1.29 0.12
H -1.33 0.90 -0.27 0.12
H -1.80 -0.05 1.16 0.13
H 0.45 1.13 2.03 0.15
H 2.50 0.41 1.89 0.15
H 2.79 0.20 -1.85 0.12
H 3.85 1.96 -3.21 0.10
H 4.78 3.97 -2.12 0.10
H 4.64 4.21 0.33 0.10
H 3.59 2.46 1.69 0.11
H 5.02 -0.47 0.04 0.12
H 6.06 -2.68 -0.13 0.10
H 4.77 -4.71 0.41 0.10
H 2.42 -4.51 1.14 0.10
H 1.38 -2.30 1.32 0.12
```

## Properties
HOMO: -9.1 eV
Gap between HOMO and LUMO: 9.74 eV
Total charge: 0
Spin multiplicity: 1

Model B:
Formula: C22H26N2O4
Source: OMol25
Level of theory: the ωB97M-V functional and the def2-TZVPD basis

Structure (XYZ):
```
54
Properties=species:S:1:pos:R:3:lowdin_charge:R:1
C -6.12 -0.33 1.47 -0.10
C -5.18 -1.19 0.63 -0.23
C -4.43 -0.33 -0.39 -0.21
O -3.56 -1.10 -1.21 -0.04
C -2.35 -1.48 -0.73 -0.26
C -1.84 -1.17 0.52 -0.01
C -0.56 -1.58 0.87 -0.02
C 0.23 -2.29 -0.02 -0.16
C 1.61 -2.63 0.42 -0.42
O 1.82 -3.21 1.47 0.07
N 2.64 -2.27 -0.40 -0.05
C 2.52 -1.35 -1.51 -0.12
C 3.35 -0.08 -1.20 -0.15
N 3.40 0.05 0.23 -0.19
C 3.57 1.39 0.72 -0.15
C 2.35 2.21 0.39 -0.22
C 2.45 3.52 -0.05 -0.04
C 1.32 4.28 -0.37 0.01
C 0.10 3.68 -0.23 -0.20
C -0.01 2.36 0.21 -0.18
C 1.09 1.61 0.54 0.06
O -1.34 2.01 0.26 0.02
C -2.05 3.13 -0.20 -0.17
O -1.15 4.18 -0.49 0.04
C 4.29 -0.94 0.80 -0.15
C 3.98 -2.30 0.14 -0.12
C -0.30 -2.64 -1.26 -0.04
C -1.58 -2.25 -1.60 0.01
H -6.85 0.17 0.84 0.07
H -5.56 0.42 2.02 0.07
H -6.66 -0.95 2.18 0.07
H -4.47 -1.70 1.27 0.10
H -5.75 -1.95 0.09 0.12
H -5.14 0.12 -1.09 0.13
H -3.88 0.47 0.10 0.11
H -2.40 -0.59 1.24 0.11
H -0.17 -1.34 1.85 0.13
H 2.89 -1.83 -2.43 0.13
H 1.48 -1.08 -1.65 0.11
H 2.85 0.79 -1.63 0.12
H 4.36 -0.15 -1.64 0.12
H 3.69 1.34 1.81 0.13
H 4.47 1.88 0.31 0.13
H 3.43 3.97 -0.15 0.11
H 1.41 5.30 -0.71 0.12
H 1.01 0.59 0.87 0.11
H -2.61 2.87 -1.11 0.14
H -2.76 3.46 0.58 0.14
H 4.09 -1.00 1.88 0.12
H 5.35 -0.69 0.66 0.12
H 4.67 -2.51 -0.67 0.12
H 4.03 -3.11 0.87 0.12
H 0.28 -3.24 -1.95 0.12
H -2.00 -2.51 -2.56 0.12
```

## Properties
HOMO: -8.1 eV
Gap between HOMO and LUMO: 8.84 eV
Total charge: 0
Spin multiplicity: 1

Model C:
Formula: C22H26N2O4
Source: OMol25
Level of theory: the ωB97M-V functional and the def2-TZVPD basis

Structure (XYZ):
```
54
Properties=species:S:1:pos:R:3:lowdin_charge:R:1
C 4.64 0.16 2.47 0.01
C 4.48 0.51 1.21 -0.18
C 3.34 0.06 0.35 -0.13
C 2.40 1.21 -0.06 -0.40
C 3.11 2.17 -1.04 -0.12
C 2.22 3.24 -1.56 -0.18
C 2.41 4.53 -1.35 0.01
C 1.84 1.94 1.17 -0.10
C 0.38 2.21 0.83 -0.14
C -0.02 1.00 -0.01 -0.12
N 1.21 0.65 -0.71 0.02
C 1.26 -0.10 -1.82 -0.40
O 2.29 -0.42 -2.39 0.08
C -0.07 -0.58 -2.30 -0.20
C -0.63 -1.86 -2.09 0.08
C -1.84 -1.79 -2.72 -0.25
C -2.98 -2.76 -2.80 -0.11
O -3.01 -3.64 -1.71 -0.02
C -3.11 -3.12 -0.44 -0.26
C -3.02 -4.05 0.59 -0.02
C -3.09 -3.62 1.90 -0.08
C -3.23 -2.28 2.21 -0.03
C -3.33 -1.36 1.18 -0.27
O -3.46 -0.01 1.34 -0.09
C -3.53 0.51 2.65 -0.09
C -3.28 -1.78 -0.15 0.06
O -1.98 -0.58 -3.27 0.02
N -0.88 0.16 -3.01 0.13
H 5.48 0.51 3.05 0.05
H 3.95 -0.49 2.98 0.06
H 5.20 1.16 0.73 0.10
H 3.73 -0.41 -0.55 0.12
H 2.75 -0.69 0.90 0.13
H 3.97 2.62 -0.53 0.12
H 3.48 1.58 -1.88 0.12
H 1.38 2.90 -2.15 0.11
H 1.74 5.28 -1.75 0.05
H 3.24 4.90 -0.77 0.06
H 2.39 2.85 1.37 0.12
H 1.91 1.29 2.04 0.12
H -0.25 2.31 1.72 0.11
H 0.29 3.12 0.24 0.10
H -0.82 1.24 -0.72 0.12
H -0.35 0.17 0.62 0.13
H -0.20 -2.69 -1.55 0.13
H -2.86 -3.40 -3.68 0.15
H -3.92 -2.20 -2.90 0.15
H -2.90 -5.09 0.35 0.12
H -3.02 -4.34 2.70 0.11
H -3.27 -1.98 3.24 0.10
H -3.64 1.58 2.54 0.09
H -2.62 0.29 3.22 0.09
H -4.40 0.11 3.19 0.10
H -3.38 -1.02 -0.91 0.13
```

## Properties
HOMO: -8.7 eV
Gap between HOMO and LUMO: 9.25 eV
Total charge: 0
Spin multiplicity: 1

Which of them is the most stable? Correct choice: model A.